Here is a molecular structure, C41H104F3N12O19P4PbS at a distorted geometry from the Open Molecules 2025 dataset. Energies are from ωB97M-V/def2-TZVPD.

Each line ends with the Mulliken charge.
CARTESIAN COORDINATES (ANGSTROEM)
Pb (4.372903, -0.517148, -1.108671)  2.1779
C (0.262112, 1.078513, 0.633009)  -0.7176
F (-0.930115, 1.069205, 1.212300)  -0.0315
F (0.090915, 1.302510, -0.655185)  0.0138
F (0.936887, 2.119926, 1.209172)  -0.0439
S (1.257224, -0.461887, 0.765975)  0.9976
O (2.558806, 0.047064, 0.369980)  -0.3537
O (1.108443, -0.852307, 2.162399)  -0.3148
O (0.739484, -1.392181, -0.171506)  -0.5393
O (-5.071754, 5.318252, 0.366725)  -0.9852
P (-3.734201, 5.632024, -0.073040)  0.5438
N (-2.538162, 5.054511, 1.026728)  0.6316
C (-1.198913, 5.587813, 0.953678)  -0.8006
C (-2.963200, 4.695287, 2.399107)  -0.8958
N (-3.567708, 7.282914, -0.316509)  0.1271
C (-4.760742, 8.116175, -0.142607)  -1.0938
C (-2.519337, 7.835484, -1.165827)  -1.0493
N (-3.056181, 4.948023, -1.491429)  0.5611
C (-3.893804, 5.283776, -2.632655)  -1.2602
C (-2.661321, 3.553099, -1.514580)  -0.7853
H (-0.438822, 4.944571, 1.402182)  0.1738
H (-1.070308, 6.655575, 1.397028)  0.1736
H (-0.966972, 5.682311, -0.124411)  0.1957
H (-2.205493, 3.946428, 2.782629)  0.1646
H (-3.900674, 4.218138, 2.258666)  0.2581
H (-3.066257, 5.519602, 3.109567)  0.2987
H (-5.046293, 8.648943, -1.058725)  0.3399
H (-5.577256, 7.487237, 0.202011)  0.3128
H (-4.699019, 8.867636, 0.617729)  0.3362
H (-2.915732, 7.981397, -2.135542)  0.4220
H (-2.224766, 8.820810, -0.776167)  0.3402
H (-1.627921, 7.214753, -1.289106)  0.3015
H (-4.405722, 6.223707, -2.495765)  0.4420
H (-3.413898, 5.190508, -3.607011)  0.2753
H (-4.687741, 4.569272, -2.644420)  0.4274
H (-2.557884, 3.335998, -2.565548)  0.4915
H (-3.394237, 2.929986, -0.928682)  0.0986
H (-1.747608, 3.390615, -0.947921)  -0.0519
O (-3.673683, -3.540252, 5.620014)  -0.8510
P (-3.272003, -2.781421, 4.466070)  0.2421
N (-2.742532, -1.258960, 4.934528)  0.4253
C (-2.058476, -1.157796, 6.149120)  -0.9157
C (-2.717847, -0.159186, 3.956119)  -0.7338
N (-4.505874, -2.479439, 3.341517)  0.2334
C (-4.300890, -2.152663, 1.910614)  -1.1166
C (-5.792213, -2.113445, 3.869972)  -1.3239
N (-2.119051, -3.627818, 3.715227)  0.6888
C (-2.014718, -5.098830, 4.001206)  -1.0982
C (-1.059088, -3.063583, 2.949141)  -0.6684
H (-2.348114, -2.000994, 6.763932)  0.3155
H (-2.147438, -0.191873, 6.676156)  0.3476
H (-0.918451, -1.223765, 5.974487)  0.1432
H (-3.221738, 0.712035, 4.376130)  0.3876
H (-3.169715, -0.457454, 2.970926)  -0.0798
H (-1.709837, 0.111170, 3.740609)  0.3603
H (-3.330595, -2.391099, 1.517375)  0.0145
H (-4.920798, -2.782205, 1.402383)  0.8123
H (-4.510162, -1.061025, 1.707369)  0.2117
H (-5.911931, -2.195916, 4.901650)  0.3994
H (-6.062733, -1.136977, 3.619612)  0.4251
H (-6.508631, -2.808437, 3.466269)  0.3886
H (-1.181752, -5.204667, 4.688274)  0.3353
H (-2.904009, -5.386805, 4.556278)  0.3536
H (-1.856122, -5.655751, 3.045521)  0.2761
H (-0.016193, -3.307058, 3.280923)  0.1083
H (-1.235226, -1.986005, 2.987891)  0.0091
H (-1.204366, -3.431018, 1.962036)  0.3083
O (4.969708, -2.284278, 0.228620)  -0.3917
P (4.765074, -3.198804, 1.470039)  -0.9969
N (3.848484, -4.469646, 1.091302)  0.9831
C (4.137279, -5.869824, 1.554648)  -1.2115
C (2.608220, -4.404106, 0.284471)  -0.6574
N (4.084688, -2.421418, 2.757968)  1.3412
C (3.102414, -3.049587, 3.681364)  -0.9867
C (4.504156, -1.129341, 3.192461)  -1.5909
N (6.286076, -3.632567, 1.860684)  0.3466
C (7.193174, -3.982067, 0.700739)  -0.8121
C (6.775449, -3.672160, 3.296333)  -0.8229
H (4.287138, -6.528365, 0.789805)  0.3658
H (3.425298, -6.273088, 2.276061)  0.3231
H (5.078740, -5.944717, 2.130538)  0.3271
H (1.756837, -4.573681, 0.993762)  0.4677
H (2.512710, -5.308178, -0.405543)  0.3164
H (2.593119, -3.423665, -0.287854)  -0.4177
H (3.576679, -3.196104, 4.673726)  0.2229
H (2.332766, -2.316998, 3.760832)  0.2002
H (2.820717, -3.926001, 3.113261)  0.2255
H (4.932112, -1.210369, 4.194752)  0.3213
H (5.242608, -0.722830, 2.488097)  0.3351
H (3.675178, -0.434916, 3.272899)  0.3102
H (8.022143, -4.643625, 0.895767)  0.3939
H (6.581562, -4.492577, -0.042065)  0.1647
H (7.478732, -2.959683, 0.303263)  0.1719
H (7.546516, -4.434240, 3.401039)  0.3189
H (5.916618, -3.877813, 3.926497)  0.2827
H (7.321981, -2.709434, 3.590206)  0.2584
O (4.330726, -2.359126, -2.716023)  -0.3956
P (3.844279, -3.107688, -3.895779)  -0.2471
N (3.976505, -4.729575, -3.621766)  0.3373
C (5.010993, -4.955061, -2.626273)  -1.1408
C (3.027785, -5.772505, -3.942653)  -0.9026
N (4.736369, -2.782986, -5.228306)  0.4659
C (4.911879, -3.650520, -6.413828)  -1.0962
C (5.404857, -1.438774, -5.410415)  -0.8461
N (2.237197, -2.854102, -4.268834)  0.5552
C (1.858813, -2.233294, -5.525411)  -0.7668
C (1.285260, -2.728476, -3.194611)  -0.9933
H (5.309533, -3.953525, -2.162752)  0.2315
H (5.888494, -5.413897, -3.050332)  0.3347
H (4.615293, -5.629128, -1.828249)  0.2689
H (3.358851, -6.642621, -3.308764)  0.4276
H (3.174869, -6.061537, -5.003366)  0.2337
H (1.998843, -5.499566, -3.712935)  0.2708
H (4.639180, -3.108167, -7.329643)  0.3829
H (5.939309, -3.974157, -6.396873)  0.3739
H (4.299284, -4.514275, -6.273435)  0.2392
H (6.478533, -1.711970, -5.639786)  0.3026
H (4.976914, -0.767830, -6.161898)  0.2505
H (5.218342, -0.963719, -4.427138)  0.1244
H (2.613683, -2.341666, -6.292256)  0.2982
H (0.911497, -2.659978, -5.848424)  0.3417
H (1.606009, -1.150739, -5.312619)  0.0261
H (1.090724, -1.639826, -3.016225)  -0.1577
H (1.330679, -3.220589, -2.234909)  0.1756
H (0.371474, -3.062121, -3.621178)  0.7498
C (-4.489508, -1.377009, -2.630331)  -1.1759
C (-3.137911, -0.849299, -2.176104)  -0.0368
O (-2.753709, 0.247183, -3.037788)  -0.1243
C (-2.032364, -0.031214, -4.192391)  0.7255
O (-1.471628, -1.093434, -4.440320)  -0.5877
O (-2.126873, 0.997588, -4.998229)  -0.2933
C (-1.333746, 0.808171, -6.200274)  -0.4250
H (-4.489227, -1.693306, -3.676672)  0.3937
H (-5.233064, -0.556155, -2.472945)  0.1955
H (-4.865490, -2.204989, -2.007071)  0.3925
H (-2.326742, -1.525354, -2.089705)  0.1282
H (-3.186429, -0.369356, -1.254334)  0.3407
H (-1.184649, 1.774542, -6.730833)  0.2465
H (-1.773696, 0.055841, -6.836766)  0.3305
H (-0.340910, 0.352700, -5.907850)  0.0103
C (3.913285, 4.762583, -1.856487)  -1.3158
C (3.300496, 3.635167, -1.150174)  0.7324
O (3.510063, 2.333913, -1.743200)  -0.4257
C (2.635095, 1.744602, -2.497270)  0.5676
O (2.711120, 0.521841, -2.678755)  -0.2347
O (1.750074, 2.506876, -2.956118)  -0.4157
C (0.991960, 2.050803, -4.089618)  -0.7028
H (4.909084, 4.523200, -2.289443)  0.2987
H (4.034777, 5.590684, -1.107824)  0.3089
H (3.274271, 5.122474, -2.691083)  0.3180
H (2.173137, 3.665296, -1.005073)  0.0856
H (3.773955, 3.495355, -0.160699)  -0.1165
H (1.669603, 1.922457, -4.890692)  0.5663
H (0.314177, 2.854055, -4.389359)  0.3667
H (0.561378, 1.094772, -3.920565)  -0.0782
C (-6.565443, 2.379212, 0.219789)  -0.9732
C (-6.755390, 0.984638, -0.389766)  0.3895
O (-7.524042, 0.250397, 0.688852)  -0.3519
C (-8.009818, -0.913629, 0.264301)  0.8564
O (-7.865884, -1.280558, -0.876657)  -0.5925
O (-8.741741, -1.528582, 1.215286)  -0.3385
C (-9.492621, -2.572554, 0.665428)  -0.7205
H (-7.546658, 2.717331, 0.413642)  0.4232
H (-5.952901, 3.080684, -0.411006)  0.1052
H (-6.037988, 2.306202, 1.222785)  0.2418
H (-5.861802, 0.388897, -0.409638)  -0.3657
H (-7.327150, 0.984972, -1.323417)  0.4503
H (-10.046474, -2.198685, -0.186676)  0.3379
H (-10.121902, -3.014947, 1.470075)  0.2231
H (-8.861421, -3.317983, 0.241871)  0.3007
C (1.659553, 3.127135, 5.282337)  -1.2020
C (2.958603, 2.982915, 4.553076)  0.3878
O (2.947950, 4.069762, 3.590145)  -0.2853
C (3.777463, 3.876265, 2.529298)  0.9285
O (4.365729, 2.854065, 2.327458)  -0.5700
O (3.953112, 4.950717, 1.823572)  -0.2851
C (3.279423, 6.128588, 2.163645)  -0.6168
H (0.767064, 2.925519, 4.701762)  0.1988
H (1.458660, 4.154539, 5.715332)  0.3217
H (1.646862, 2.447497, 6.149867)  0.4009
H (3.034931, 1.966804, 4.039494)  -0.1834
H (3.842127, 3.091547, 5.258960)  0.2923
H (2.152142, 6.063907, 1.954383)  0.1038
H (3.775506, 7.013591, 1.673205)  0.2321
H (3.422685, 6.241958, 3.206660)  0.4029

Cartesian forces (eV/Å) of the 2 atoms listed first:
Pb 0.14 -0.40 0.12
C 0.36 0.57 0.91

Values from the calculation:
- LUMO energy: -2.40 eV
- DFT total energy: -5967.28371 Eh
- Charge: +1
- Energy relative to the best compared isomer or geometry (same formula, charge and spin): 15.9 kcal per mole